(1)
2 unconnected molecules or ions with the total composition C7H12O3 in a non-equilibrium geometry, computed with ωB97M-V with the def2-TZVPD basis set.

Last column: natural (NBO) charge in e.
Cartesian coordinates (Å):
C  0.55863  1.47304  0.91115  0.322
C  -0.74583  1.82165  0.90446  -0.522
C  1.50480  1.80995  -0.19587  -0.681
C  0.56448  -2.08065  -0.03551  -0.653
C  -1.72118  -0.80094  -0.08803  0.775
C  -0.43604  -1.23366  -0.75802  -0.121
C  -0.25383  -0.85844  -2.03501  -0.319
O  1.04707  0.75910  1.97669  -0.680
O  -1.92843  -1.48033  1.06268  -0.681
O  -2.64733  -0.24197  -0.65844  -0.608
H  1.98137  0.54564  1.81417  0.475
H  -2.84515  -1.23907  1.30187  0.498
H  -1.36773  1.60728  1.76750  0.211
H  -1.13645  2.49990  0.15221  0.213
H  0.96876  2.03790  -1.12289  0.241
H  2.08977  2.69294  0.08074  0.227
H  2.19975  0.98532  -0.38217  0.207
H  0.50877  -3.11470  -0.38964  0.228
H  1.57902  -1.70638  -0.21331  0.211
H  0.42337  -2.10133  1.04830  0.242
H  -1.00280  -0.27958  -2.56928  0.223
H  0.65895  -1.09565  -2.57160  0.193

Atomic forces in eV per Å
-1.647 0.234 -0.102
1.183 0.248 0.451
0.153 0.176 0.046
0.330 -0.134 0.487
-1.358 -1.618 -1.838
0.019 1.052 -0.727
-0.251 0.091 0.666
0.598 -0.007 -0.347
-0.270 0.853 0.282
1.321 0.086 0.922
-0.475 0.080 0.104
0.357 -0.206 0.090
0.053 -0.071 -0.130
0.074 -0.417 -0.060
0.077 -0.109 0.261
0.087 -0.095 -0.048
-0.048 0.020 -0.075
0.056 0.105 0.046
-0.130 -0.145 -0.104
-0.128 0.100 -0.223
0.075 -0.060 0.224
-0.076 -0.182 0.075

LUMO level, hartree: 0.022
HOMO energy, eV: -8.675
SMILES: C=C(C)C(=O)O.C=C(C)O
ΔE to the lowest compared entry with this formula, charge and spin, kcal/mol: 23.0


(2)
A gas-phase ion, C6H8N (charge +1) in a non-equilibrium geometry, computed with ωB97M-V with the def2-TZVPD basis set.

Last column: natural (NBO) charge in e.
Cartesian coordinates (Å):
C  -0.65888  -0.20101  0.30170  0.422
C  1.66739  -0.57283  -0.29328  0.272
C  -2.84732  -0.54344  -0.29288  -0.369
C  -2.03648  0.68735  -0.44947  -0.118
C  -1.96976  -0.05702  0.89110  -0.263
C  2.76500  0.33478  0.19560  -0.660
N  0.46468  -0.55510  0.04116  -0.291
H  1.90029  -1.39194  -0.79496  0.209
H  -3.98790  -0.33215  -0.17897  0.263
H  -2.65529  -1.35595  -0.92291  0.234
H  -2.14304  1.67396  -0.75771  0.259
H  -2.37596  0.18232  1.81979  0.275
H  3.57928  -0.20331  0.55697  0.264
H  2.90388  0.98322  -0.65434  0.264
H  2.50537  0.83691  1.02874  0.239

Atomic forces in eV per Å
-5.111 2.604 -1.289
0.456 2.104 2.949
-2.060 2.671 0.452
2.422 -3.987 2.003
0.292 -0.799 -2.322
-1.811 -1.070 -2.587
0.486 0.668 0.363
1.423 -3.544 -2.665
2.196 -0.361 0.110
0.494 -1.406 -0.315
0.111 1.530 -0.245
-0.085 0.108 1.608
1.792 -1.230 -0.452
0.928 0.464 -0.116
-1.534 2.248 2.507

LUMO level, hartree: -0.178
HOMO energy, eV: -14.105
SMILES: CC=[N+]=C1[C@H]2C[C@@H]12
ΔE to the lowest compared entry with this formula, charge and spin, kcal/mol: 140.4
Charge: +1


(3)
3 unconnected molecules or ions with the total composition C19H16F16N2O4S in a non-equilibrium geometry, computed with ωB97M-V with the def2-TZVPD basis set.

Last column: natural (NBO) charge in e.
Cartesian coordinates (Å):
O  -0.94958  0.96043  2.31740  -0.915
S  0.06142  1.89447  1.80004  1.902
O  0.86634  1.19185  0.77582  -0.953
C  -0.84705  3.26235  0.92670  -0.656
C  -2.23915  2.66485  0.50799  -0.029
C  -2.27490  1.96190  -0.83926  -0.212
C  -3.53538  1.39456  -1.24658  -0.209
C  -4.78266  1.50259  -0.40959  0.181
N  -5.92835  0.90052  -0.90880  -0.373
C  -6.99098  1.05828  -0.08074  -0.007
C  -6.93047  1.82378  1.19416  0.003
N  -5.83170  2.42345  1.71872  -0.353
C  -4.74959  2.21980  0.87376  0.091
C  -3.42338  2.78827  1.31790  -0.168
H  0.86526  2.38990  2.81021  0.042
H  -0.30586  3.51953  -0.02913  0.267
H  -0.93624  4.19252  1.54683  0.253
H  -1.33820  1.90968  -1.45548  0.243
H  -3.56329  0.86127  -2.23387  0.243
H  -7.95572  0.58116  -0.39159  0.211
H  -7.88508  1.91625  1.78125  0.205
H  -3.33314  3.32295  2.30170  0.232
C  3.00376  -0.74312  2.67586  -0.148
C  4.13485  -1.75649  2.42132  0.595
C  3.87763  -3.19370  2.88043  0.518
F  3.63854  -3.28514  4.20411  -0.321
F  4.96613  -3.96488  2.63203  -0.324
F  5.28405  -1.27492  2.94945  -0.313
F  4.33302  -1.79406  1.07087  -0.325
O  3.09619  0.06746  3.85498  -0.517
C  2.66268  -0.48260  5.06649  0.847
C  3.80754  -0.71482  6.05863  0.502
F  4.78633  -1.47628  5.53279  -0.314
F  3.35427  -1.35853  7.16123  -0.321
F  1.94208  -1.59247  4.82453  -0.314
F  1.79910  0.41427  5.59755  -0.323
H  3.06024  -0.01979  1.85995  0.244
H  2.01366  -1.19274  2.57614  0.218
H  3.02848  -3.63123  2.34701  0.144
H  4.24840  0.23617  6.36706  0.151
C  0.99068  -2.29609  -5.21655  -0.140
C  -0.36630  -1.79654  -5.74693  0.595
C  -0.39500  -0.37357  -6.31015  0.518
F  -0.02788  0.55500  -5.40413  -0.321
F  -1.65337  -0.05237  -6.70188  -0.323
F  -1.30125  -1.95803  -4.78356  -0.310
F  -0.72674  -2.63790  -6.76098  -0.326
O  1.23241  -2.19152  -3.81115  -0.507
C  1.67158  -0.95929  -3.31203  0.846
C  0.63387  -0.27766  -2.41476  0.499
F  -0.55475  -0.12573  -3.03784  -0.323
F  1.05277  0.95862  -2.06006  -0.319
F  2.08037  -0.17985  -4.33292  -0.320
F  2.77567  -1.22306  -2.58045  -0.315
H  1.00369  -3.37212  -5.40080  0.231
H  1.82970  -1.90551  -5.79636  0.209
H  0.26066  -0.28157  -7.18124  0.143
H  0.46461  -0.86032  -1.50607  0.165

Atomic forces in eV per Å
1.162 2.039 0.766
-1.386 -3.762 -2.489
0.093 1.927 1.473
-0.927 0.290 -0.446
-1.418 -0.415 -0.612
-2.699 0.089 1.727
1.406 0.991 1.060
1.293 0.176 -0.296
-0.754 1.207 2.629
1.166 0.541 0.250
0.049 -0.096 -0.133
-0.935 -2.027 -3.028
2.395 0.604 -0.003
0.984 -0.616 -1.757
-0.417 0.063 -0.458
-0.165 -0.419 1.249
0.058 -1.000 -0.309
-1.209 -0.057 0.656
-0.315 0.556 1.201
1.016 0.579 0.378
1.104 -0.106 -0.639
-0.393 -0.691 -1.107
-0.395 0.550 -0.454
0.298 0.776 0.314
0.109 -0.786 -0.124
0.037 0.056 -0.146
0.034 0.243 -0.180
-0.039 -0.232 0.061
-0.335 -0.304 0.077
0.261 -0.897 0.657
-0.735 0.280 -1.490
0.541 -0.004 0.544
-0.132 0.182 -0.081
-0.296 0.130 -0.158
0.072 0.014 0.526
0.349 0.024 0.300
0.163 -0.064 0.083
0.160 -0.167 0.154
-0.015 0.174 -0.076
-0.172 0.089 -0.101
0.524 -0.668 -0.017
-0.108 -0.422 0.776
-0.302 0.529 -0.529
-0.043 -0.137 -0.079
0.007 -0.309 0.018
0.010 0.222 -0.112
0.265 0.306 -0.210
-0.452 1.119 -0.056
0.629 -1.093 -1.009
-0.427 0.233 0.701
0.119 -0.151 -0.026
0.296 -0.108 -0.275
0.002 0.316 0.381
-0.329 0.169 0.291
-0.222 0.077 0.096
-0.202 0.250 0.043
0.044 -0.176 0.040
0.176 -0.091 -0.050

LUMO level, hartree: -0.025
HOMO energy, eV: -9.125
SMILES: FC(F)C(F)(F)COC(F)(F)C(F)F.FC(F)C(F)(F)COC(F)(F)C(F)F.O=[SH](=O)Cc1ccc2nccnc2c1


(4)
A molecular structure, C22H50LaN3P3Se in a non-equilibrium geometry, computed with ωB97M-V with the def2-TZVPD basis set.

Last column: Mulliken charge in e.
Cartesian coordinates (Å):
La  -0.03701  -0.00323  0.74810  -0.358
P  -2.57741  -0.11440  -0.33983  0.589
P  0.05771  -2.58948  0.04661  0.975
P  -0.13210  2.56416  -0.01427  0.956
H  1.45561  -0.90259  -1.86656  0.240
C  1.70097  0.03574  -1.34242  -0.095
C  2.36626  0.07742  -0.19058  -1.374
H  2.64340  -0.82184  0.38282  0.428
C  -2.85964  -0.15303  -2.13432  -1.154
C  -3.50309  -1.56665  0.30266  -1.117
C  -3.63046  1.26931  0.25028  -1.126
C  1.78458  -3.17180  0.07506  -1.236
C  -0.76916  -3.64280  1.27569  -1.102
C  -0.57483  -3.06067  -1.59510  -1.082
C  1.54408  3.27688  -0.01843  -1.210
C  -1.02956  3.54960  1.22668  -1.157
C  -0.82199  2.97630  -1.64609  -1.146
H  1.38248  0.93393  -1.89860  0.503
H  2.57073  1.00990  0.36120  0.412
H  -3.95912  -0.20354  -2.29573  0.484
H  -2.35386  -1.03797  -2.57890  0.345
H  -2.43021  0.75971  -2.60379  0.304
H  -4.54525  -1.42796  -0.04676  0.555
H  -3.46868  -1.58523  1.41399  0.308
H  -3.07891  -2.51728  -0.08012  0.326
H  -4.65650  1.01792  -0.08437  0.573
H  -3.29948  2.23732  -0.17800  0.331
H  -3.59355  1.33852  1.36013  0.295
H  1.71054  -4.26046  -0.09953  0.497
H  2.24307  -2.94746  1.06413  0.340
H  2.37884  -2.66668  -0.71140  0.412
H  -0.87566  -4.62983  0.78024  0.512
H  -1.76582  -3.23384  1.56314  0.250
H  -0.13403  -3.70004  2.18981  0.398
H  -0.27030  -4.11703  -1.70452  0.543
H  -0.10324  -2.42009  -2.37046  0.165
H  -1.67285  -2.93294  -1.64621  0.325
H  1.38359  4.35148  -0.22009  0.505
H  2.16454  2.79495  -0.79973  0.403
H  2.02975  3.11289  0.96984  0.362
H  -0.98777  4.58610  0.83556  0.536
H  -0.51890  3.46351  2.21378  0.366
H  -2.07994  3.20025  1.34332  0.275
H  -0.63124  4.05956  -1.75394  0.537
H  -1.90154  2.73611  -1.69321  0.312
H  -0.29258  2.38912  -2.42623  0.271
C  0.78130  0.09262  -6.14308  0.189
C  1.87883  -0.09880  -5.28044  0.418
C  3.19185  -0.03830  -5.78924  -0.485
C  3.40273  0.20614  -7.14496  -0.523
C  2.32305  0.39457  -8.01124  -0.577
C  1.00892  0.33826  -7.51482  -0.533
Se  -1.02517  0.03691  -5.51808  0.146
H  -0.62920  -0.24613  -4.07736  -0.201
H  1.70073  -0.29008  -4.23194  -0.012
H  4.02544  -0.18548  -5.11088  0.368
H  4.42825  0.25030  -7.53474  0.367
H  2.47993  0.58487  -9.06744  0.401
H  0.16239  0.48313  -8.17804  0.352
C  2.92381  -0.01530  4.64609  -0.953
N  1.50009  0.01962  5.03556  0.065
C  1.18092  0.02521  6.43700  -1.094
C  0.56320  0.03008  4.06651  0.603
N  1.02860  0.03123  2.79962  -0.310
N  -0.78959  0.03248  4.20126  0.157
C  -1.60892  0.07779  5.39069  -1.052
C  -1.60562  -0.00967  2.98862  -0.860
H  3.47292  -0.03017  5.59098  0.298
H  3.23846  0.87489  4.07891  0.365
H  3.19290  -0.91941  4.07743  0.375
H  0.66368  0.94952  6.71435  0.422
H  0.59965  -0.86174  6.70627  0.436
H  2.15282  -0.01013  6.93836  0.262
H  2.04235  0.03390  2.72618  0.086
H  -2.27415  0.94723  5.31658  0.323
H  -2.24833  -0.81291  5.40127  0.330
H  -1.01225  0.13143  6.30365  0.413
H  -1.48957  0.93769  2.40433  0.096
H  -1.45509  -0.97588  2.44785  0.109
H  -2.66639  -0.01779  3.26685  0.545

Atomic forces in eV per Å
1.073 0.030 1.788
-1.915 -0.071 -0.238
-0.077 -1.764 -1.022
-0.309 1.714 -1.056
0.305 0.375 0.368
0.673 0.023 -1.294
0.887 0.057 0.110
0.081 0.260 -0.577
0.019 -0.009 -0.352
-0.177 0.003 -0.025
-0.197 -0.012 0.017
0.064 -0.136 0.054
-0.216 -0.193 0.236
0.213 -0.289 0.068
0.044 0.128 0.112
-0.109 0.174 0.146
0.154 0.329 0.047
0.334 -0.356 0.385
0.107 -0.287 -0.584
0.706 0.031 -0.156
-0.486 0.577 0.195
-0.425 -0.613 0.204
0.406 -0.423 0.330
-0.217 -0.004 -0.717
-0.453 0.594 0.174
0.370 0.480 0.310
-0.397 -0.628 0.205
-0.212 -0.039 -0.734
0.571 0.400 0.101
-0.278 -0.394 -0.591
-0.280 -0.564 0.304
-0.097 0.295 0.717
0.710 -0.519 -0.271
-0.438 -0.173 -0.656
-0.413 0.380 -0.521
-0.270 -0.567 0.314
0.646 -0.304 -0.029
0.616 -0.353 0.104
-0.324 0.561 0.299
-0.311 0.372 -0.603
-0.281 -0.322 0.647
-0.286 0.270 -0.679
0.730 0.460 -0.154
-0.363 -0.434 -0.520
0.630 0.363 -0.030
-0.314 0.531 0.302
1.164 0.064 -0.426
0.080 0.251 -1.106
-0.943 0.008 0.081
0.285 0.032 -0.164
-0.561 -0.117 0.686
0.332 -0.122 0.666
0.216 -0.151 0.970
-0.182 0.145 -0.898
0.060 -0.064 0.155
-0.008 0.010 -0.141
-0.528 -0.023 0.190
0.032 -0.031 0.139
0.132 -0.002 -0.026
0.111 0.018 0.465
-0.931 0.004 -1.284
0.510 -0.010 0.896
1.583 -0.018 -0.272
-0.688 -0.009 0.443
0.326 -0.036 -0.699
-0.597 0.030 0.871
-0.077 0.074 1.073
0.138 0.004 -0.456
-0.196 -0.146 0.263
-0.203 0.161 0.256
0.225 -0.203 0.167
0.221 0.171 0.175
-0.579 0.011 0.344
-0.298 0.001 0.316
0.225 -0.067 0.268
0.194 0.084 0.274
-0.647 -0.008 -0.468
-0.114 -0.544 0.237
-0.093 0.543 0.173
0.323 -0.015 0.104

LUMO level, hartree: -0.349
HOMO energy, eV: -14.185
ΔE to the lowest compared entry with this formula, charge and spin, kcal/mol: 0.0
Charge: +3


What is the HOMO energy in the third record?
-9.125 eV


What is the LUMO level in the fourth record?
-0.349 hartree


Among the records above, which one has the lowest HOMO energy?
C22H50LaN3P3Se


Look up the LUMO level of the first one.
0.022 hartree